1.
The following is a DFT calculation (the ωB97M-V functional and the def2-TZVPD basis) of a structure of composition C29H48AsCl5FN6O4PdSSi3 at a distorted geometry.

Cartesian coordinates (Å):
Pd (-0.11, -0.55, -0.44)
Cl (1.90, 0.70, 1.14)
C (0.34, 1.39, 1.51)
C (-0.73, 0.52, 1.35)
C (-1.92, 0.99, 1.88)
Cl (-3.26, -0.13, 2.08)
C (-2.08, 2.29, 2.35)
Cl (-3.60, 2.83, 2.97)
C (-1.00, 3.18, 2.31)
Cl (-1.20, 4.81, 2.80)
C (0.26, 2.71, 1.91)
Cl (1.62, 3.75, 1.93)
F (5.08, 2.90, 1.92)
C (5.05, 2.25, 0.75)
C (4.23, 2.63, -0.22)
N (4.16, 1.97, -1.43)
C (3.07, 2.30, -2.35)
C (1.77, 1.61, -1.91)
O (0.80, 2.38, -1.66)
O (1.78, 0.36, -1.81)
C (4.98, 0.89, -1.70)
O (4.98, 0.28, -2.76)
N (5.83, 0.54, -0.67)
C (5.92, 1.09, 0.61)
O (6.65, 0.63, 1.45)
H (3.55, 3.46, -0.10)
H (3.35, 1.96, -3.34)
H (2.94, 3.38, -2.36)
H (6.43, -0.25, -0.86)
N (-1.46, -2.51, 4.04)
C (0.00, -2.38, 4.40)
C (0.73, -1.87, 3.16)
N (0.51, -2.66, 1.97)
C (-0.89, -2.95, 1.72)
C (-1.64, -3.50, 2.92)
H (-1.81, -1.60, 3.71)
H (-2.01, -2.77, 4.85)
H (0.33, -3.38, 4.70)
H (0.08, -1.70, 5.24)
H (1.80, -1.79, 3.37)
H (0.37, -0.86, 2.96)
H (1.10, -3.48, 1.91)
H (-0.98, -3.63, 0.88)
H (-1.38, -2.02, 1.41)
H (-1.25, -4.45, 3.28)
H (-2.71, -3.59, 2.73)
C (0.03, -2.28, -5.81)
Si (0.58, -1.15, -4.41)
C (2.39, -0.78, -4.68)
C (-0.49, 0.39, -4.35)
As (0.22, -2.25, -2.30)
Si (-1.54, -3.76, -2.80)
C (-2.43, -4.34, -1.24)
C (-0.84, -5.29, -3.62)
C (-2.80, -2.89, -3.89)
Si (2.14, -3.54, -1.79)
C (2.90, -4.27, -3.34)
C (1.59, -4.94, -0.64)
C (3.34, -2.41, -0.92)
H (0.56, -1.97, -6.71)
H (-1.04, -2.21, -6.02)
H (0.28, -3.32, -5.64)
H (2.45, 0.04, -5.41)
H (2.90, -1.64, -5.14)
H (2.93, -0.47, -3.79)
H (-0.08, 1.14, -5.04)
H (-0.50, 0.83, -3.36)
H (-1.51, 0.17, -4.66)
H (-1.83, -5.02, -0.64)
H (-3.32, -4.90, -1.57)
H (-2.78, -3.51, -0.62)
H (0.04, -5.68, -3.09)
H (-0.56, -5.12, -4.66)
H (-1.60, -6.08, -3.61)
H (-2.58, -1.84, -4.04)
H (-3.79, -2.96, -3.43)
H (-2.85, -3.37, -4.87)
H (2.15, -4.71, -4.01)
H (3.60, -5.06, -3.06)
H (3.45, -3.51, -3.90)
H (0.55, -4.85, -0.31)
H (2.23, -4.98, 0.24)
H (1.68, -5.91, -1.14)
H (3.86, -1.78, -1.65)
H (4.08, -3.00, -0.37)
H (2.83, -1.75, -0.22)
C (-5.15, 0.79, -0.95)
N (-3.92, 1.56, -1.09)
C (-3.88, 2.95, -1.17)
C (-2.58, 3.29, -1.28)
N (-1.84, 2.12, -1.29)
C (-2.67, 1.08, -1.17)
S (-2.26, -0.61, -1.13)
H (-5.61, 1.00, 0.01)
H (-4.90, -0.27, -1.01)
H (-5.83, 1.04, -1.76)
H (-4.77, 3.55, -1.12)
H (-2.10, 4.25, -1.36)
H (-0.78, 2.09, -1.42)

The spin multiplicity is 1. Its net charge is +1. The calculation puts the LUMO energy at -3.2962 eV. The value obtained for the energy above the lowest of the compared OMol25 structures with the same formula, charge and spin is 2.075 eV. The calculation puts the frontier orbital gap at 0.2534 hartree.

2.
The following is a DFT calculation (the ωB97M-V functional and the def2-TZVPD basis) of the molecule C2H8NO2P at a distorted geometry.

Cartesian coordinates (Å):
C (1.35, 0.66, 0.01)
N (0.11, -0.08, -0.33)
C (-0.65, -0.52, 0.87)
P (-1.43, -2.20, 0.05)
O (-2.56, -2.68, 0.84)
O (-2.10, -1.34, -1.27)
H (1.36, 1.65, -0.39)
H (1.42, 0.61, 1.09)
H (2.28, 0.17, -0.54)
H (-0.46, 0.46, -0.96)
H (0.33, -0.84, -0.94)
H (-0.01, -0.99, 1.53)
H (-1.44, 0.18, 1.25)
H (-2.96, -1.61, -1.30)

The spin multiplicity is 1. The calculation puts the LUMO energy at 0.2357 eV. The value obtained for the energy above the lowest of the compared OMol25 structures with the same formula, charge and spin is 3.063 eV. As for the SMILES: C[NH2+]CP([O-])O. The calculation puts the frontier orbital gap at 0.2698 hartree.

3.
The following is a DFT calculation (the ωB97M-V functional and the def2-TZVPD basis) of a cluster of 2 separate species, C8H12BrN3O3 in total at a distorted geometry.

Cartesian coordinates (Å):
C (0.09, -0.40, -0.97)
C (1.74, 0.29, -3.17)
C (-1.24, 1.07, 1.95)
C (0.31, 1.21, 2.16)
C (-1.63, -0.28, 2.50)
C (0.33, -1.31, 1.73)
C (0.88, 0.04, 1.28)
C (-0.25, 0.20, -2.24)
N (1.66, 0.18, -4.37)
N (0.50, 0.38, -0.10)
N (-0.82, -0.65, -3.23)
O (-1.30, -0.07, -4.23)
O (-0.83, -1.85, -3.10)
O (-1.07, -1.38, 1.83)
Br (2.93, 0.71, -1.88)
H (-0.08, -1.45, -1.04)
H (-1.82, 1.91, 2.61)
H (-1.63, 1.16, 0.96)
H (0.58, 2.26, 2.13)
H (0.70, 1.11, 3.16)
H (-1.42, -0.19, 3.56)
H (-2.73, -0.45, 2.53)
H (0.63, -2.17, 1.06)
H (0.73, -1.46, 2.78)
H (1.98, 0.05, 1.30)
H (-0.56, 1.20, -2.13)
H (2.30, -0.12, -5.09)

The spin multiplicity is 1. The calculation puts the LUMO energy (alpha / beta) at -0.7299 / -0.7303 eV. The value obtained for the energy above the lowest of the compared OMol25 structures with the same formula, charge and spin is 3.035 eV. The calculation puts the frontier orbital gap (alpha / beta) at 0.3054 / 0.3053 hartree.

4.
The following is a DFT calculation (the ωB97M-V functional and the def2-TZVPD basis) of a structure of composition C9H10N2NaO.

Cartesian coordinates (Å):
O (-1.88, -2.72, -2.22)
C (-1.05, -1.89, -1.96)
C (-0.06, -1.92, -0.82)
C (0.51, -0.49, -0.74)
C (0.50, 0.16, 0.63)
C (0.06, 1.44, 0.94)
C (0.20, 1.93, 2.24)
C (0.75, 1.11, 3.20)
N (1.16, -0.13, 2.93)
C (1.04, -0.58, 1.69)
C (-0.12, 0.28, -1.93)
N (-0.84, -0.72, -2.71)
H (-0.52, -2.29, 0.09)
H (0.74, -2.60, -1.13)
H (1.58, -0.56, -0.97)
H (-0.36, 2.09, 0.19)
H (-0.12, 2.93, 2.50)
H (0.88, 1.46, 4.21)
H (1.40, -1.58, 1.51)
H (-0.81, 1.08, -1.64)
H (0.67, 0.73, -2.53)
H (-1.73, -0.42, -3.10)
Na (-2.07, 2.75, -0.45)

The spin multiplicity is 1. Its net charge is +1. The calculation puts the LUMO energy at -5.2633 eV. The calculation puts the frontier orbital gap at 0.2736 hartree.

5.
The following is a DFT calculation (the ωB97M-V functional and the def2-TZVPD basis) of a cluster of 2 separate species, C2H5ClOS in total at a distorted geometry.

Cartesian coordinates (Å):
C (0.78, -0.26, 0.87)
C (-0.49, 0.16, 0.23)
O (0.00, -1.08, -1.68)
S (-0.58, 1.77, -0.39)
Cl (-1.92, -0.63, 0.68)
H (1.62, 0.26, 0.40)
H (0.78, -0.03, 1.94)
H (0.92, -1.33, 0.74)
H (0.75, -0.61, -2.06)
H (-1.87, 1.75, -0.73)

The spin multiplicity is 1. The calculation puts the LUMO energy (alpha / beta) at -0.7037 / -0.7542 eV. The value obtained for the energy above the lowest of the compared OMol25 structures with the same formula, charge and spin is 2.745 eV. The calculation puts the frontier orbital gap (alpha / beta) at 0.3068 / 0.2822 hartree.

6.
The following is a DFT calculation (the ωB97M-V functional and the def2-TZVPD basis) of a cluster of 2 separate species, CH2O2S in total at a distorted geometry.

Cartesian coordinates (Å):
C (-3.02, 0.59, -0.21)
O (-3.50, -0.37, 0.12)
O (2.27, -0.19, 0.38)
S (0.78, -0.06, -0.45)
H (0.98, 1.18, -0.48)
H (2.49, -1.15, 0.63)

The spin multiplicity is 1. The calculation puts the LUMO energy at 0.2052 eV. The value obtained for the energy above the lowest of the compared OMol25 structures with the same formula, charge and spin is 2.034 eV. The calculation puts the frontier orbital gap at 0.3345 hartree.